[1]
C22H32BiClF3N2O8Sb | wB97M-V/def2-TZVPD

Atoms and positions in Å:
1 Bi -0.701208 0.653772 0.606361
2 N -2.181286 0.226291 2.822124
3 C -1.294164 0.101813 3.961622
4 C -0.081436 1.007474 3.855231
5 O 0.519699 1.362303 4.851338
6 N 0.273785 1.398932 2.578128
7 C 0.870492 2.607949 2.497635
8 C -3.496498 3.034188 1.642782
9 O -3.901569 2.558561 2.710048
10 O -2.969412 2.532883 0.633537
11 H -2.849831 1.002545 2.900525
12 H -2.689480 -0.630752 2.649009
13 H -0.908246 -0.917759 4.016073
14 H -1.762585 0.348506 4.918710
15 H -0.197968 2.438483 0.206749
16 H -2.466601 4.548471 0.253079
17 C 1.997854 3.334580 -5.308622
18 C 0.606632 3.670959 -4.778239
19 Sb 0.399712 3.179201 -2.656650
20 C -1.581506 4.002463 -2.446937
21 C -2.567610 3.670763 -3.560207
22 C -0.302871 1.140269 -2.915353
23 C -0.468671 0.625895 -4.340289
24 H 2.121935 3.610712 -6.361071
25 H 2.207434 2.265060 -5.226633
26 H 2.772971 3.850706 -4.737298
27 H -0.163969 3.166011 -5.362584
28 H 0.417149 4.745558 -4.859751
29 H -1.483684 5.084141 -2.328010
30 H -1.951083 3.598760 -1.501712
31 H -2.253331 4.079843 -4.523768
32 H -3.558878 4.072219 -3.331966
33 H -2.678941 2.590723 -3.679111
34 H -1.264877 1.107501 -2.391657
35 H 0.389922 0.516880 -2.350294
36 H -1.216824 1.191008 -4.899837
37 H -0.781686 -0.422697 -4.340487
38 H 0.466579 0.683126 -4.902362
39 F 0.635345 -9.088211 3.669569
40 C 0.806629 -8.624555 2.414900
41 F 2.056335 -8.991534 2.039768
42 F -0.028081 -9.349557 1.627412
43 C 0.579788 -7.157059 2.296434
44 C 0.804537 -6.537956 1.069070
45 C 0.593660 -5.182552 0.925745
46 C 0.151399 -4.395533 2.004618
47 C -0.065832 -5.040636 3.231028
48 C 0.143468 -6.400760 3.376149
49 C -0.059508 -2.997132 1.847426
50 C -0.195668 -1.788014 1.674860
51 H 1.148618 -7.124696 0.225569
52 H 0.770830 -4.698041 -0.024987
53 H -0.401261 -4.449322 4.072473
54 H -0.029959 -6.875300 4.332779
55 C 3.483592 0.635077 0.258646
56 C 2.326213 -0.356615 0.334084
57 C 2.685389 -1.670206 -0.354860
58 O 1.196977 0.197265 -0.280018
59 H 4.383675 0.229845 0.732469
60 H 3.216992 1.567221 0.755804
61 H 3.707227 0.855811 -0.789549
62 H 2.122643 -0.577686 1.391525
63 H 2.893840 -1.481999 -1.412984
64 H 1.843543 -2.358348 -0.276672
65 H 3.566134 -2.134410 0.099976
66 O -3.711485 4.455068 1.654790
67 Cl -0.562611 3.971133 2.714929
68 O -3.316614 4.996767 0.396490
69 O 0.046613 5.277260 3.351113
70 O 1.937635 3.057362 2.341310

Cartesian forces, eV/Å:
Bi 0.1 0.0 -0.1
N -0.1 0.0 0.0
C 0.0 0.0 0.0
C -0.1 0.1 0.0
O 0.0 0.1 0.0
N -0.2 0.0 -0.2
C -0.2 0.2 0.2
C -0.6 0.4 0.4
O 0.2 -0.4 -0.1
O 0.1 0.1 0.4
H 0.0 0.0 0.0
H 0.1 0.0 0.0
H 0.0 0.0 0.0
H 0.0 0.0 0.0
H 0.0 -0.1 -0.1
H -0.1 -0.1 -0.1
C 0.0 0.0 0.0
C -0.1 0.0 0.0
Sb 0.1 0.0 0.0
C -0.1 0.0 0.0
C 0.0 0.0 0.0
C 0.0 0.0 0.0
C 0.0 0.0 0.0
H 0.0 0.0 0.0
H 0.0 0.0 0.0
H 0.0 0.0 0.0
H 0.0 0.0 0.0
H 0.0 0.0 0.0
H 0.0 0.0 0.0
H 0.0 0.0 0.0
H 0.0 0.0 0.0
H 0.0 0.0 0.0
H 0.0 0.0 0.0
H 0.0 0.0 0.0
H 0.0 0.0 0.0
H 0.0 0.0 0.0
H 0.0 0.0 0.0
H 0.0 0.0 0.0
F 0.0 0.0 0.0
C 0.0 0.0 0.0
F 0.0 0.0 0.0
F 0.0 0.0 0.0
C 0.0 0.0 0.0
C 0.0 0.0 0.0
C 0.0 0.0 0.0
C 0.0 0.0 0.0
C 0.0 0.0 0.0
C 0.0 0.0 0.0
C 0.0 0.0 0.0
C 0.1 0.0 0.0
H 0.0 0.0 0.0
H 0.0 0.0 0.0
H 0.0 0.0 0.0
H 0.0 0.0 0.0
C 0.0 0.0 0.0
C 0.0 0.0 0.0
C 0.0 0.0 0.0
O -0.1 0.0 0.0
H 0.0 0.0 0.0
H 0.0 0.0 0.0
H 0.0 0.0 0.0
H 0.0 0.0 0.0
H 0.0 0.0 0.0
H 0.0 0.0 0.0
H 0.0 0.0 0.0
O 0.3 -0.7 -0.5
Cl 0.4 -0.1 0.4
O 0.0 0.5 0.0
O 0.0 -0.1 -0.2
O 0.1 0.0 0.0

Output
- net charge = -2
- calculated total energy (Eh) = -2783.3939
- HOMO-LUMO gap (eV) = 6.74
- lowest unoccupied orbital energy (eV) = 4.008
- ΔE to the lowest compared entry with this formula, charge and spin (kcal/mol) = 9.8
- HOMO (eV) = -2.73

Löwdin atomic charge list, values in e, 4 entries: 1.58, -0.07, -0.20, -0.52

[2]
C35H24N3O8RuS4 | wB97M-V/def2-TZVPD

Atoms and positions in Å:
1 Ru -0.101845 0.152650 -0.281776
2 N -3.906558 -1.764822 0.291562
3 C -4.392165 -1.457958 1.565792
4 C -5.740044 -1.580203 1.865317
5 C -6.197300 -1.291401 3.145544
6 C -5.309683 -0.849757 4.113677
7 C -3.962665 -0.702580 3.801474
8 C -3.491554 -1.029980 2.538673
9 S -1.771208 -1.043499 2.188493
10 N -1.834862 -0.694510 0.507561
11 C -2.767000 -1.198756 -0.209635
12 C -2.571532 -1.187332 -1.671231
13 C -3.528397 -1.573202 -2.588433
14 C -3.170312 -1.610366 -3.931514
15 C -1.889332 -1.262355 -4.289350
16 C -0.996973 -0.859342 -3.298800
17 N -1.338791 -0.818315 -2.024731
18 H -4.575007 -2.097827 -0.378618
19 H -6.429808 -1.911494 1.096788
20 H -7.249316 -1.403538 3.376071
21 H -5.659709 -0.614150 5.110581
22 H -3.259762 -0.349278 4.545489
23 H -4.534042 -1.840179 -2.293835
24 H -3.895115 -1.908942 -4.678592
25 H -1.566720 -1.270968 -5.320613
26 H 0.016148 -0.570228 -3.524343
27 O -0.984620 3.914827 -2.739215
28 S -0.467086 2.568877 -2.846871
29 O -0.975680 1.815448 -3.977961
30 O -0.577332 1.852950 -1.571767
31 C 1.278988 2.809564 -3.295360
32 C 1.415876 3.806251 -4.260470
33 C 2.640997 4.100779 -4.830892
34 C 3.768636 3.397383 -4.437594
35 C 3.650990 2.412817 -3.472903
36 C 2.419254 2.107182 -2.899826
37 S 2.452034 0.817729 -1.651457
38 O 3.837008 0.462753 -1.486255
39 O 1.602225 -0.257204 -2.159724
40 O 1.797518 1.412976 -0.469971
41 H 0.530116 4.352871 -4.552035
42 H 2.712206 4.882486 -5.577862
43 H 4.736535 3.616122 -4.871870
44 H 4.512558 1.857799 -3.130380
45 O 2.162310 -1.974469 1.935338
46 C 1.310592 -2.319701 1.121976
47 O 0.410033 -1.553691 0.606644
48 C 1.264337 -3.783797 0.695570
49 C 2.420156 -4.493431 1.043331
50 C 2.613570 -5.822556 0.728502
51 C 1.604264 -6.487656 0.037043
52 C 0.446352 -5.823336 -0.298116
53 C 0.204350 -4.463312 0.021327
54 S -1.391269 -3.868258 -0.400415
55 H 3.182203 -3.935877 1.570773
56 H 3.531631 -6.329400 1.004308
57 H 1.723322 -7.531349 -0.239724
58 H -0.344174 -6.347929 -0.819727
59 C 2.299887 2.390955 4.413994
60 C 2.573328 1.315052 3.544925
61 C 1.721138 1.020154 2.518996
62 C 0.538144 1.767200 2.302430
63 C -0.371898 1.472571 1.238253
64 C -1.502105 2.247123 1.127003
65 C -1.790274 3.295952 2.022469
66 C -0.931794 3.592764 3.038818
67 C 0.253491 2.836023 3.197483
68 C 1.165681 3.130695 4.242498
69 H 2.987433 2.626922 5.219374
70 H 3.457022 0.705905 3.688651
71 H 1.938179 0.182823 1.878905
72 H -2.192551 2.069737 0.310804
73 H -2.694193 3.878581 1.882113
74 H -1.134275 4.407301 3.726821
75 H 0.937777 3.957642 4.907971

Cartesian forces, eV/Å:
Ru 0.0 0.7 0.8
N -0.1 0.2 0.0
C 0.0 0.0 -0.1
C 0.0 0.1 0.0
C 0.0 0.0 0.0
C 0.0 0.0 0.0
C 0.0 0.0 0.0
C 0.0 0.0 0.1
S -0.1 -0.1 -0.2
N -0.4 0.5 0.0
C 0.1 -0.3 0.1
C 0.1 0.0 0.0
C 0.0 0.1 -0.1
C 0.0 0.0 0.0
C 0.1 0.0 0.0
C -0.1 -0.1 -0.1
N 0.2 0.0 -0.2
H 0.1 -0.1 0.0
H 0.0 0.0 0.0
H 0.0 0.0 0.0
H 0.0 0.0 0.0
H 0.0 0.0 0.0
H 0.0 0.0 0.0
H 0.0 0.0 0.0
H 0.0 0.0 0.0
H 0.0 0.0 0.0
O 0.0 0.0 0.0
S 0.0 0.0 0.1
O 0.0 -0.1 0.0
O -0.2 0.0 0.1
C 0.0 0.0 0.0
C 0.0 0.0 0.0
C 0.0 0.0 0.0
C 0.0 0.0 0.0
C 0.0 0.0 0.0
C 0.0 0.1 0.1
S -0.1 -0.3 -0.3
O 0.1 0.2 0.1
O 0.2 -0.1 -0.2
O 0.0 -0.6 0.0
H 0.0 0.0 0.0
H 0.0 0.0 0.0
H 0.0 0.0 0.0
H 0.0 0.0 0.0
O 0.0 0.2 -0.1
C 0.1 -0.3 0.1
O 0.3 -0.3 -0.2
C -0.2 -0.1 -0.1
C 0.0 0.1 -0.1
C 0.1 0.0 0.0
C 0.0 0.0 0.0
C 0.1 0.0 0.0
C -0.1 0.2 0.1
S 0.2 -0.2 0.0
H 0.0 0.0 0.0
H 0.0 0.0 0.0
H 0.0 0.0 0.0
H 0.0 0.0 0.0
C 0.0 0.0 0.0
C 0.0 0.0 0.0
C 0.0 0.0 0.0
C 0.0 0.0 0.0
C -0.1 0.4 -0.3
C -0.1 0.0 0.0
C 0.0 0.0 0.0
C 0.0 0.0 0.0
C 0.0 0.0 0.0
C 0.0 0.0 0.0
H 0.0 0.0 0.0
H 0.0 0.0 0.0
H 0.0 -0.1 0.0
H 0.0 0.0 0.0
H 0.0 0.0 0.0
H 0.0 0.0 0.0
H 0.0 0.0 0.0

Output
- 2S+1 = 2
- net charge = -2
- <S²> = 0.755
- calculated total energy (Eh) = -3802.0916
- HOMO-LUMO gap (spin up / spin down) (eV) = 5.25 / 5.24
- lowest unoccupied orbital energy (spin up / spin down) (eV) = 4.045 / 4.045
- ΔE to the lowest compared entry with this formula, charge and spin (kcal/mol) = 24.7
- HOMO (spin up / spin down) (eV) = -1.20 / -1.20

Löwdin atomic charge list, values in e, 4 entries: 1.36, 0.13, -0.24, -0.04

[3]
C24H60F4K2N2O24P4S4 | wB97M-V/def2-TZVPD

Atoms and positions in Å:
1 K -0.643231 1.769196 -3.860948
2 K 1.766225 3.926601 -1.483101
3 N 0.007163 1.300155 -1.191095
4 S 1.137280 0.118210 -0.801404
5 O 1.259531 -0.892880 -1.774989
6 O 1.321275 -0.145367 0.568052
7 F 2.355068 1.120455 -1.147614
8 S -1.153490 0.760146 -0.238429
9 O -1.156178 1.409089 1.031396
10 O -1.617353 -0.567538 -0.338220
11 F -2.375999 1.496667 -1.002713
12 N -4.321690 -1.640758 -4.637145
13 S -3.235659 -2.786020 -5.009713
14 O -3.342218 -4.019249 -4.331423
15 O -1.924962 -2.263100 -5.236768
16 F -3.796510 -3.090448 -6.452751
17 S -3.722027 -1.016886 -3.336503
18 O -2.820495 0.091532 -3.556342
19 O -3.406555 -1.895572 -2.267462
20 F -5.017298 -0.241818 -2.794433
21 C 0.023573 -5.601852 -4.237473
22 C 1.374593 -5.853722 -3.640850
23 O 1.601579 -5.033394 -2.487249
24 P 1.857745 -5.644558 -1.061975
25 O 1.149905 -6.893156 -0.782181
26 O 3.421459 -5.761266 -1.006534
27 C 4.051968 -6.608668 -0.015418
28 C 5.343934 -5.991807 0.433668
29 O 1.508983 -4.434255 -0.129412
30 C 0.152308 -4.043428 0.154152
31 C -0.755142 -3.870233 -1.042668
32 H -0.243549 -4.558528 -4.423152
33 H -0.033932 -6.046548 -5.235765
34 H -0.782468 -6.012258 -3.628328
35 H 1.551295 -6.909195 -3.427127
36 H 2.156304 -5.589147 -4.363087
37 H 3.382479 -6.639525 0.850732
38 H 4.098422 -7.611632 -0.429488
39 H 5.745680 -6.518681 1.306199
40 H 6.130205 -6.195167 -0.301747
41 H 5.314130 -4.938229 0.690619
42 H -0.327996 -4.723448 0.866437
43 H 0.237537 -3.117744 0.726223
44 H -0.975273 -4.826131 -1.518347
45 H -1.683618 -3.389428 -0.746585
46 H -0.255353 -3.271972 -1.806675
47 C 4.856847 -1.396542 1.305951
48 C 4.549073 -2.374565 0.191852
49 O 5.721385 -2.598461 -0.606335
50 P 5.951386 -1.832939 -1.980360
51 O 5.339373 -0.502543 -2.035138
52 O 7.514821 -1.931930 -2.114580
53 C 8.323981 -0.780982 -1.816275
54 C 9.118161 -1.009701 -0.555867
55 O 5.560078 -2.840571 -3.115107
56 C 4.236074 -3.366231 -3.252883
57 C 3.282729 -2.527313 -4.061235
58 H 5.698275 -1.656063 1.948145
59 H 4.935633 -0.385231 0.898791
60 H 4.012922 -1.323525 1.996491
61 H 4.236322 -3.325089 0.622624
62 H 3.714134 -1.992868 -0.393458
63 H 8.979816 -0.685322 -2.685007
64 H 7.779126 0.165330 -1.817895
65 H 9.700474 -0.139094 -0.248880
66 H 8.526278 -1.320980 0.304319
67 H 9.846229 -1.801065 -0.751787
68 H 4.322498 -4.391895 -3.612367
69 H 3.764572 -3.529259 -2.277103
70 H 3.723739 -2.274579 -5.031855
71 H 2.347133 -3.037600 -4.289998
72 H 3.022965 -1.591113 -3.568830
73 C 1.776890 4.163395 3.343756
74 C 0.498086 4.288686 2.555149
75 O 0.134701 5.685653 2.426073
76 P -0.370096 6.311115 1.064648
77 O 0.286706 5.736321 -0.124355
78 O -0.076415 7.833639 1.249808
79 C -0.952382 8.736094 1.954054
80 C -0.516501 8.917325 3.382456
81 O -1.928302 6.216389 1.109862
82 C -2.617883 4.918632 1.051757
83 C -3.137424 4.758950 -0.351924
84 H 1.774934 3.163327 3.781579
85 H 2.655630 4.428632 2.763693
86 H 1.758090 4.809470 4.225430
87 H 0.661099 3.837973 1.573741
88 H -0.340086 3.790986 3.038632
89 H -1.037034 9.675195 1.405530
90 H -1.981366 8.375295 1.905934
91 H -1.267648 9.499146 3.917941
92 H -0.439848 7.952929 3.883477
93 H 0.445751 9.424845 3.435042
94 H -1.955930 4.121683 1.381634
95 H -3.472765 5.060704 1.706495
96 H -3.720408 3.844939 -0.462408
97 H -3.772217 5.600266 -0.621782
98 H -2.335765 4.629282 -1.085188
99 C -8.574726 1.287898 4.461585
100 C -7.080742 1.133360 4.306379
101 O -6.681940 1.735704 3.059935
102 P -5.287318 2.466195 2.986439
103 O -4.972095 3.524000 3.932987
104 O -4.305438 1.205926 3.110542
105 C -3.017433 1.389763 3.710010
106 C -2.426789 0.032781 4.013857
107 O -5.205159 2.848387 1.466559
108 C -5.558169 1.890167 0.457482
109 C -6.302481 2.560033 -0.676590
110 H -8.897946 0.752173 5.353935
111 H -8.768415 2.357274 4.555827
112 H -9.143230 0.908155 3.614831
113 H -6.578059 1.631785 5.136110
114 H -6.804359 0.078272 4.282699
115 H -2.355618 1.983931 3.075403
116 H -3.109418 1.944392 4.647339
117 H -3.039633 -0.484580 4.752621
118 H -2.407238 -0.595938 3.122592
119 H -1.407544 0.155194 4.379692
120 H -4.669505 1.379782 0.085400
121 H -6.233026 1.119485 0.825002
122 H -6.716592 1.778577 -1.328301
123 H -7.174320 3.115219 -0.329508
124 H -5.774290 3.122879 -1.449437

Cartesian forces, eV/Å:
K -0.8 -0.9 0.0
K -0.2 0.0 0.6
N 1.2 -2.4 0.8
S 1.7 1.8 -2.0
O -0.3 -0.4 -0.4
O -0.3 -0.2 0.9
F 0.4 0.2 -0.1
S -4.7 2.3 0.5
O 0.5 0.1 0.2
O 1.3 -1.2 0.0
F 0.6 0.6 -0.1
N 1.1 -0.9 0.2
S -0.3 -0.2 -1.8
O -0.3 -0.5 0.5
O 0.3 0.3 0.1
F -0.1 0.1 0.0
S -1.1 2.1 1.7
O 0.5 0.2 -0.3
O 0.3 -0.4 -0.1
F 0.1 -0.2 -0.5
C -0.8 0.0 -0.4
C 0.7 0.1 -0.7
O 0.1 0.2 -0.2
P -0.9 -0.5 -0.2
O -0.1 -0.3 0.1
O 0.8 0.3 0.0
C -1.1 0.7 0.9
C 1.4 -1.0 -0.3
O 0.3 0.3 0.2
C -0.9 0.3 0.8
C 0.6 -0.1 -0.5
H 0.4 0.1 0.3
H 0.1 -0.3 0.2
H 0.1 -0.1 0.0
H -0.3 0.0 0.3
H 0.0 0.2 0.1
H -0.1 -0.2 -0.1
H 0.4 0.0 0.0
H -0.4 0.0 0.1
H -0.1 0.6 -0.2
H -0.2 0.0 -0.3
H 0.4 -0.4 -0.2
H 0.2 0.2 -0.3
H -0.1 -0.1 0.2
H 0.0 0.0 0.0
H -0.2 0.2 0.1
C -0.7 0.6 0.3
C -0.1 0.2 0.8
O -0.3 -0.1 0.0
P 0.0 -0.4 0.4
O -0.1 0.3 0.0
O 0.0 0.6 0.0
C 0.5 0.4 -0.5
C 0.6 -0.4 0.2
O -0.1 -0.1 -0.5
C -1.2 -0.8 1.0
C 0.3 0.6 -1.0
H 0.3 -0.1 -0.4
H 0.5 -0.1 0.0
H -0.2 -0.2 -0.1
H 0.1 -0.1 -0.3
H 0.1 0.0 -0.2
H 0.2 -0.1 0.2
H -0.6 -0.3 0.3
H -0.1 0.2 -0.2
H -0.3 0.1 -0.2
H -0.1 -0.1 0.1
H 0.3 0.2 -0.4
H 0.4 0.2 0.2
H 0.1 0.0 0.1
H 0.1 -0.3 0.3
H 0.1 0.0 0.2
C -0.6 0.1 1.0
C 0.2 0.2 -0.1
O 0.3 -0.3 -0.2
P 0.0 0.1 0.6
O 0.4 -0.5 -0.4
O -0.1 0.3 -0.4
C -1.0 0.2 0.1
C 0.1 0.0 0.1
O 0.0 -0.1 -0.1
C -0.5 0.9 -0.5
C 0.1 -0.8 -0.5
H 0.6 -0.2 -0.4
H 0.1 -0.3 0.0
H -0.1 0.2 -0.2
H -0.3 0.1 -0.1
H 0.1 -0.1 0.0
H 0.7 0.0 -0.1
H 0.2 -0.4 0.1
H 0.1 0.1 0.0
H 0.0 0.0 0.0
H 0.0 0.0 0.1
H -0.1 -0.1 0.0
H 0.2 -0.4 0.4
H -0.1 0.0 0.3
H 0.1 0.1 0.0
H 0.1 0.4 0.1
C 0.1 0.3 0.0
C -0.3 -0.3 -0.1
O -0.3 0.3 0.2
P 0.7 -1.5 -0.3
O -0.2 0.7 0.1
O 0.0 0.3 0.2
C 0.5 0.0 0.6
C -0.2 -0.1 -0.4
O -0.2 0.5 0.0
C -0.2 -0.2 -1.2
C -0.7 -0.5 -1.1
H -0.1 0.1 0.1
H -0.3 -0.1 0.1
H 0.2 -0.1 -0.1
H 0.1 -0.1 0.0
H 0.2 0.1 0.0
H -0.2 -0.2 -0.3
H -0.3 0.1 -0.1
H 0.1 0.0 0.1
H 0.1 0.1 -0.1
H 0.0 -0.1 0.1
H 0.2 0.2 0.2
H 0.1 0.1 0.5
H 0.0 -0.3 0.4
H 0.2 0.2 0.1
H 0.5 0.4 0.7

Output
- calculated total energy (Eh) = -7423.7394
- HOMO-LUMO gap (eV) = 7.11
- lowest unoccupied orbital energy (eV) = -1.979
- ΔE to the lowest compared entry with this formula, charge and spin (kcal/mol) = 0.0
- HOMO (eV) = -9.09

Löwdin atomic charge list, values in e, 4 entries: 0.89, 0.88, -0.38, 0.48

> Which value of calculated total energy does entry 1 give?

-2783.3939 Eh

> Look up the ΔE to the lowest compared entry with this formula, charge and spin of the first one.

9.8 kcal/mol